1.
{
  "formula": "C39H83GaN10O5P3S2",
  "method": "ωB97M-V/def2-TZVPD",
  "orbital_gap_ev": 5.54,
  "homo_ev": -4.74,
  "total_charge": -1,
  "total_energy_ev": -168828.298,
  "elements": ["C", "C", "O", "C", "C", "O", "C", "Ga", "C", "C", "C", "S", "C", "S", "N", "C", "C", "C", "C", "C", "C", "C", "C", "C", "C", "C", "C", "H", "H", "H", "H", "H", "H", "H", "H", "H", "H", "H", "H", "H", "H", "H", "H", "H", "H", "H", "H", "H", "H", "H", "H", "H", "H", "H", "H", "H", "O", "P", "N", "C", "C", "N", "C", "C", "N", "C", "C", "H", "H", "H", "H", "H", "H", "H", "H", "H", "H", "H", "H", "H", "H", "H", "H", "H", "H", "O", "P", "N", "C", "C", "N", "C", "C", "N", "C", "C", "H", "H", "H", "H", "H", "H", "H", "H", "H", "H", "H", "H", "H", "H", "H", "H", "H", "H", "O", "P", "N", "C", "C", "N", "C", "C", "N", "C", "C", "H", "H", "H", "H", "H", "H", "H", "H", "H", "H", "H", "H", "H", "H", "H", "H", "H", "H"],
  "coordinates": [[-7.86640, -2.31237, -1.01227], [-6.52191, -3.09445, -0.67372], [-6.15470, -2.84638, 0.68207], [-5.15852, -3.78604, 1.14911], [-3.68435, -3.28843, 0.94826], [-3.24057, -2.42661, 2.00379], [-2.23258, -1.50343, 1.45847], [-1.14428, -0.55131, 2.93141], [-0.08772, 1.08491, 2.25762], [0.24753, 1.06010, 0.70773], [-0.99744, 1.63494, -0.11313], [-0.52265, 2.43253, -1.70200], [-1.21493, 1.58050, -3.12948], [-0.55054, 1.94014, -4.61013], [-2.32334, 0.63006, -3.11069], [-3.41864, 1.07811, -2.26682], [-3.83296, 2.49431, -2.31625], [-4.90507, 3.02230, -1.46174], [-5.61459, 2.15257, -0.50496], [-5.20373, 0.74372, -0.46959], [-4.13576, 0.21569, -1.32031], [-1.89268, -0.72332, -2.81926], [-2.69251, -1.89053, -3.24155], [-2.27294, -3.27015, -2.98259], [-1.02068, -3.57749, -2.25836], [-0.20513, -2.42095, -1.85333], [-0.62875, -1.04274, -2.12736], [-8.75870, -2.99796, -0.91820], [-7.98454, -1.40409, -0.35836], [-7.88087, -1.94093, -2.07259], [-6.72822, -4.17587, -0.90364], [-5.70765, -2.66821, -1.33562], [-5.31074, -4.75657, 0.58072], [-5.40259, -3.99312, 2.22580], [-3.02999, -4.20280, 0.84481], [-3.66892, -2.66950, 0.01059], [-2.82316, -0.79458, 0.79380], [-1.56311, -2.13986, 0.79992], [-2.22545, -0.00789, 4.01917], [-0.19300, -1.65765, 3.60797], [-0.62434, 2.04929, 2.48500], [0.90435, 1.07036, 2.80372], [0.32111, -0.02699, 0.40763], [1.19449, 1.62767, 0.46913], [-1.73179, 0.79719, -0.20458], [-1.47555, 2.43914, 0.52155], [-3.34019, 3.24908, -2.98233], [-5.20697, 4.09804, -1.46554], [-6.40786, 2.54679, 0.16893], [-5.72183, 0.08527, 0.26549], [-3.89007, -0.86019, -1.20044], [-3.65733, -1.76889, -3.80072], [-2.87369, -4.15179, -3.30723], [-0.71541, -4.63042, -2.03433], [0.74403, -2.66239, -1.31056], [0.08418, -0.24729, -1.78454], [0.90092, 7.33114, 0.62491], [1.42048, 7.23440, -0.81014], [2.86768, 6.42163, -0.34390], [4.15290, 6.50280, -1.01298], [2.65180, 5.03472, 0.07374], [1.70564, 8.94893, -0.91595], [2.85096, 9.53913, -0.23833], [0.51620, 9.74802, -0.61192], [1.94957, 7.05618, -2.51301], [2.21608, 8.17917, -3.40706], [1.05493, 6.12637, -3.21098], [4.20123, 5.86981, -1.90924], [4.94563, 6.17584, -0.33359], [4.41415, 7.51611, -1.31070], [2.49320, 4.37928, -0.79281], [1.77711, 4.94762, 0.72144], [3.50182, 4.65649, 0.64723], [2.95266, 9.18364, 0.79398], [2.77440, 10.62946, -0.21392], [3.77536, 9.33675, -0.78026], [0.35153, 9.84078, 0.46789], [-0.37571, 9.29237, -1.05056], [0.61152, 10.75119, -1.03719], [1.34105, 8.81995, -3.54919], [2.52272, 7.80835, -4.39135], [3.05142, 8.78179, -3.05238], [0.07124, 6.57765, -3.38226], [0.91066, 5.21988, -2.61552], [1.47479, 5.81223, -4.16935], [3.48841, -0.57263, -1.86252], [4.05155, -0.67976, -3.27829], [5.48409, -1.51613, -2.80329], [6.77296, -1.45054, -3.46592], [5.24407, -2.89797, -2.38904], [4.36094, 1.02777, -3.37865], [5.50986, 1.60314, -2.69374], [3.17680, 1.83844, -3.08158], [4.53279, -0.84804, -4.98937], [4.79158, 0.28159, -5.87750], [3.59852, -1.76543, -5.67429], [6.81686, -2.08161, -4.36388], [7.55835, -1.78979, -2.78390], [7.04868, -0.44015, -3.75945], [5.07935, -3.55153, -3.25648], [4.36402, -2.96777, -1.74647], [6.08564, -3.28994, -1.81198], [5.60167, 1.24540, -1.66120], [5.44612, 2.69414, -2.66829], [6.43536, 1.39033, -3.23107], [3.00483, 1.93026, -2.00285], [2.28467, 1.39138, -3.52879], [3.28238, 2.84214, -3.50353], [3.92253, 0.93610, -5.98869], [5.06676, -0.08200, -6.87407], [5.64445, 0.86788, -5.53826], [2.61545, -1.30320, -5.81534], [3.46027, -2.67669, -5.08286], [3.98827, -2.07528, -6.64705], [-0.23577, -4.10422, 4.58558], [-0.80259, -4.79010, 5.82115], [0.55746, -5.83183, 6.05161], [0.53116, -7.15586, 6.64236], [1.75193, -5.13528, 6.52460], [-2.03039, -5.61217, 4.90914], [-1.68639, -6.77868, 4.11097], [-2.84084, -4.70126, 4.09100], [-1.52614, -5.42123, 7.32873], [-2.80382, -6.12421, 7.38617], [-1.54401, -4.35364, 8.34883], [0.48883, -7.12622, 7.74008], [1.43421, -7.70626, 6.36047], [-0.30568, -7.75869, 6.29663], [1.67775, -4.89738, 7.59497], [1.89932, -4.19820, 5.98360], [2.65101, -5.73631, 6.36252], [-0.78482, -6.61923, 3.50666], [-2.50271, -7.04647, 3.43480], [-1.54552, -7.65920, 4.74051], [-2.33300, -4.42526, 3.16307], [-3.05942, -3.78129, 4.63838], [-3.79962, -5.16607, 3.83951], [-3.63485, -5.51620, 7.01706], [-3.02920, -6.40659, 8.42128], [-2.76825, -7.06146, 6.83246], [-2.28594, -3.58368, 8.10933], [-0.56374, -3.86946, 8.40785], [-1.75841, -4.75689, 9.34202]]
}



2.
{
  "formula": "H24LiO16PZr",
  "method": "ωB97M-V/def2-TZVPD",
  "orbital_gap_ev": 7.18,
  "relative_energy_kcal_mol": 0.00,
  "homo_ev": -15.17,
  "total_charge": 2,
  "total_energy_ev": -43917.408,
  "elements": ["Li", "Zr", "P", "O", "O", "O", "O", "O", "H", "H", "O", "H", "H", "O", "H", "H", "O", "H", "H", "O", "H", "H", "O", "H", "H", "O", "H", "H", "O", "H", "H", "O", "H", "H", "O", "H", "H", "O", "H", "H", "O", "H", "H"],
  "coordinates": [[0.56726, -1.23588, -2.84611], [0.42635, -1.76710, 1.15497], [0.05514, 0.17781, -0.49093], [-1.10375, -0.58721, 0.26778], [0.95815, 0.25195, 0.79489], [-0.13773, 1.30112, -1.38602], [0.72007, -1.17964, -0.90526], [-2.63865, 1.71772, -2.24635], [-2.50963, 2.43446, -2.87938], [-1.75979, 1.53004, -1.88169], [-3.27285, 1.07978, 0.74108], [-3.44432, 1.75000, 0.06929], [-2.43576, 0.67009, 0.50290], [2.05332, -1.23172, 2.56782], [2.15789, -0.33908, 2.93948], [2.87672, -1.70212, 2.76324], [-1.77811, -2.69011, 1.63177], [-1.98531, -3.59307, 1.36395], [-2.61785, -2.30897, 1.92900], [-0.07722, 3.77253, -0.17573], [-0.02475, 2.97825, -0.71962], [0.53307, 4.40715, -0.56425], [-0.48899, -0.73786, 2.95758], [-0.16005, -0.36819, 3.78972], [-1.43697, -0.53131, 2.94532], [3.03628, 2.00243, 0.92518], [2.29427, 1.39529, 0.77207], [3.28260, 1.91830, 1.85025], [1.85187, 2.21155, -3.24350], [1.47217, 2.03814, -4.11104], [1.20225, 1.89465, -2.60421], [0.02080, 2.24661, 2.26305], [-0.21436, 2.98839, 1.68496], [0.42289, 1.58019, 1.68941], [-1.18963, -0.45655, -3.74567], [-1.69382, -0.70910, -4.52727], [-1.73638, 0.23594, -3.30760], [-0.23306, -3.59238, -0.19853], [0.17902, -4.46667, -0.15805], [-0.88959, -3.64761, -0.90793], [2.27062, -2.95228, 0.58782], [2.55171, -3.85811, 0.78962], [2.89612, -2.62743, -0.08203]]
}



3.
{
  "formula": "C36H35N2",
  "method": "ωB97M-V/def2-TZVPD",
  "orbital_gap_ev": 4.17,
  "homo_ev": -9.40,
  "total_charge": 1,
  "total_energy_ev": -40872.059,
  "elements": ["C", "C", "C", "C", "C", "C", "C", "C", "C", "C", "C", "C", "C", "C", "C", "C", "C", "H", "H", "H", "H", "H", "H", "H", "H", "H", "H", "H", "H", "H", "H", "H", "H", "H", "N", "C", "C", "C", "C", "C", "C", "C", "N", "C", "C", "C", "C", "C", "C", "C", "C", "C", "C", "C", "C", "H", "H", "H", "H", "H", "H", "H", "H", "H", "H", "H", "H", "H", "H", "H", "H", "H", "H"],
  "coordinates": [[-1.01468, -1.53681, -7.67465], [-0.82073, -1.47562, -6.19189], [-1.91625, -1.63159, -5.32859], [-1.75000, -1.54161, -3.95430], [-0.47083, -1.27452, -3.38513], [-0.31091, -1.10810, -1.97613], [0.86834, -0.66834, -1.36866], [1.20169, -1.01567, -0.06329], [2.49038, -0.85598, 0.52268], [2.82300, -1.61213, 1.68118], [4.13188, -1.72306, 2.09859], [5.13992, -1.00557, 1.43991], [6.56088, -1.21535, 1.84366], [4.80632, -0.13872, 0.38758], [3.49381, -0.02771, -0.04845], [0.63635, -1.17078, -4.27951], [0.45568, -1.26640, -5.65125], [-0.05852, -1.41497, -8.19190], [-1.44962, -2.50104, -7.96212], [-1.69387, -0.76018, -8.04849], [-2.90344, -1.82014, -5.75905], [-2.60260, -1.66694, -3.28590], [-1.16154, -1.34666, -1.33518], [1.57132, -0.07472, -1.96123], [0.56839, -1.77408, 0.41398], [2.02772, -2.12935, 2.23028], [4.40102, -2.37934, 2.93251], [7.21991, -0.51512, 1.32281], [6.67769, -1.09520, 2.92699], [6.88817, -2.23688, 1.60031], [5.59967, 0.43324, -0.10174], [3.21473, 0.66080, -0.84978], [1.63506, -1.02029, -3.86819], [1.30642, -1.17267, -6.33204], [1.70324, -2.64258, 6.77853], [1.39286, -1.77775, 6.05077], [0.98242, -0.77655, 5.10721], [-0.37440, -0.61404, 4.79995], [-0.76847, 0.27939, 3.81581], [0.19332, 0.92004, 2.97082], [-0.17172, 1.58814, 1.75135], [-1.47507, 1.58945, 1.20129], [-1.96783, 2.66459, 0.53002], [-1.42600, 4.01511, 0.65697], [-2.18850, 4.87273, -0.36476], [-3.04463, 3.91779, -1.20638], [-2.98151, 2.54923, -0.51354], [-2.30294, 0.35373, 1.25278], [-1.62751, -0.86861, 1.30611], [-2.26518, -2.09773, 1.25165], [-3.66603, -2.11436, 1.21309], [-4.37859, -0.90766, 1.28096], [-3.71115, 0.32087, 1.33289], [1.55079, 0.84858, 3.40042], [1.92707, 0.04264, 4.46692], [-1.11607, -1.21983, 5.33085], [-1.83187, 0.46575, 3.66635], [0.56353, 2.25674, 1.32019], [-1.57299, 4.40879, 1.67506], [-0.34545, 4.02403, 0.46578], [-2.83620, 5.58163, 0.15691], [-1.49714, 5.44494, -0.98619], [-4.08387, 4.25305, -1.26642], [-2.66243, 3.81170, -2.22625], [-2.73983, 1.73728, -1.22079], [-3.96268, 2.31679, -0.07711], [-0.55047, -0.82084, 1.43373], [-1.67569, -3.01934, 1.26636], [-4.18754, -3.07396, 1.16520], [-5.47082, -0.92515, 1.30729], [-4.27514, 1.24584, 1.47963], [2.30520, 1.42918, 2.85799], [2.97395, 0.00192, 4.78556]]
}



4.
{
  "formula": "C5H9N3O2",
  "method": "ωB97M-V/def2-TZVPD",
  "orbital_gap_ev": [7.48, 6.94],
  "relative_energy_kcal_mol": 186.60,
  "homo_ev": [-8.56, -7.51],
  "total_charge": 0,
  "total_energy_ev": -13888.490,
  "elements": ["C", "C", "C", "C", "C", "N", "N", "N", "O", "O", "H", "H", "H", "H", "H", "H", "H", "H", "H"],
  "coordinates": [[0.70431, 1.52687, 0.71229], [-1.03413, 0.40619, 1.30218], [1.13202, 0.18434, 0.73672], [0.73746, 1.87830, -1.76654], [-0.05595, -1.98729, 1.17437], [-0.54539, 1.64925, 1.08842], [0.09570, -0.55587, 1.17934], [2.36779, -0.23302, 0.22002], [2.66077, -1.41423, 0.17488], [3.08119, 0.71812, -0.04709], [1.48322, 2.39066, 0.49786], [-1.44879, 0.10269, 2.41069], [-1.89911, 0.27541, 0.58469], [0.03314, 1.13891, -2.08868], [1.78339, 1.69669, -1.88362], [0.13031, 2.76931, -1.87664], [0.95075, -2.33245, 1.22491], [-0.65002, -2.24741, 2.01703], [-0.34463, -2.43486, 0.26487]]
}



Repeat the fourth record exactly.
{
  "formula": "C5H9N3O2",
  "method": "ωB97M-V/def2-TZVPD",
  "orbital_gap_ev": [7.48, 6.94],
  "relative_energy_kcal_mol": 186.60,
  "homo_ev": [-8.56, -7.51],
  "total_charge": 0,
  "total_energy_ev": -13888.490,
  "elements": ["C", "C", "C", "C", "C", "N", "N", "N", "O", "O", "H", "H", "H", "H", "H", "H", "H", "H", "H"],
  "coordinates": [[0.70431, 1.52687, 0.71229], [-1.03413, 0.40619, 1.30218], [1.13202, 0.18434, 0.73672], [0.73746, 1.87830, -1.76654], [-0.05595, -1.98729, 1.17437], [-0.54539, 1.64925, 1.08842], [0.09570, -0.55587, 1.17934], [2.36779, -0.23302, 0.22002], [2.66077, -1.41423, 0.17488], [3.08119, 0.71812, -0.04709], [1.48322, 2.39066, 0.49786], [-1.44879, 0.10269, 2.41069], [-1.89911, 0.27541, 0.58469], [0.03314, 1.13891, -2.08868], [1.78339, 1.69669, -1.88362], [0.13031, 2.76931, -1.87664], [0.95075, -2.33245, 1.22491], [-0.65002, -2.24741, 2.01703], [-0.34463, -2.43486, 0.26487]]
}